Record 1
{
  "formula": "C4H7NO",
  "method": "the ωB97M-V functional and the def2-TZVPD basis",
  "homo_lumo_gap_ev": 8.4600,
  "charge": 0,
  "homo_ev": -8.98,
  "relative_energy_kcal_mol": 146.7,
  "spin_multiplicity": 1,
  "symbols": ["C", "N", "C", "C", "C", "O", "H", "H", "H", "H", "H", "H", "H"],
  "coordinates": [[2.170, 0.118, -0.664], [0.867, -0.369, -1.062], [-2.127, 1.331, 1.041], [0.027, -0.566, -0.138], [-1.360, -0.969, -0.471], [-2.250, -0.857, 0.349], [2.376, 1.043, -1.211], [2.923, -0.617, -0.965], [2.255, 0.309, 0.416], [-2.524, 0.925, 1.992], [-1.034, 1.398, 1.274], [0.227, -0.413, 0.933], [-1.548, -1.334, -1.495]],
  "forces_ev_per_a": [[0.20, 0.05, 0.02], [-0.27, -0.08, 0.33], [0.04, -0.09, 0.27], [0.21, 0.05, -0.18], [-0.21, 0.09, 0.22], [0.33, 0.21, -0.31], [0.00, -0.14, 0.06], [-0.06, 0.11, 0.00], [-0.01, -0.05, -0.18], [-0.05, 0.10, -0.09], [-0.24, -0.19, -0.10], [0.03, 0.01, -0.16], [0.03, -0.06, 0.12]]
}

Record 2
{
  "formula": "C4H7NO",
  "method": "the ωB97M-V functional and the def2-TZVPD basis",
  "smiles": "CC/N=C\\C=O",
  "homo_lumo_gap_ev": 9.3708,
  "charge": 0,
  "homo_ev": -9.58,
  "relative_energy_kcal_mol": 42.5,
  "spin_multiplicity": 1,
  "symbols": ["C", "N", "C", "C", "C", "O", "H", "H", "H", "H", "H", "H", "H"],
  "coordinates": [[1.606, 1.132, 0.117], [0.344, -0.833, -0.528], [0.364, 0.618, -0.607], [-0.627, -1.480, -0.031], [-1.927, -0.976, 0.528], [-2.718, -1.750, 1.017], [1.720, 2.210, -0.030], [2.498, 0.626, -0.264], [1.537, 0.936, 1.192], [-0.533, 1.115, -0.213], [0.436, 0.869, -1.672], [-0.549, -2.571, 0.015], [-2.151, 0.105, 0.476]],
  "forces_ev_per_a": [[0.05, 0.03, 0.02], [-0.34, -0.14, 0.17], [-0.05, 0.14, -0.01], [0.23, 0.00, -0.12], [-0.21, -0.16, 0.13], [0.31, 0.34, -0.20], [-0.03, -0.15, 0.02], [-0.12, 0.08, 0.05], [0.01, 0.02, -0.15], [0.14, -0.09, -0.06], [0.01, -0.05, 0.14], [-0.01, 0.12, -0.01], [0.01, -0.14, 0.03]]
}